Record 1
ORCA calculation (ωB97M-V with the def2-TZVPD basis set) on a cluster of 4 separate species, C28H37N3O5S in total in a non-equilibrium geometry.

## Properties
**Highest occupied orbital energy**: -8.624 eV
**Net charge**: 0
**Relative energy (zero: lowest compared OMol25 entry of this formula, charge and spin)**: 7.472 eV
**Maximum force**: 3.2 eV/Å
**Kohn-Sham gap**: 0.3065 Eh

Geometry (Å):
S  -0.470  3.183  -0.719
O  -0.201  2.798  -2.061
O  -1.089  -3.448  -2.031
O  -0.739  1.828  0.085
O  -1.598  4.055  -0.684
O  -3.264  -3.570  -1.932
N  -3.458  6.180  -5.316
N  3.891  0.842  1.141
N  1.313  -6.863  1.704
C  -0.784  -2.840  0.365
C  -3.249  5.544  -3.010
C  6.104  0.159  0.515
C  -2.549  -1.421  -2.231
C  4.874  0.739  0.245
C  4.128  0.355  2.359
C  0.365  -2.362  1.312
C  0.350  -7.513  2.356
C  -0.191  -2.934  -1.042
C  -1.050  -7.618  0.434
C  -5.053  6.947  -3.698
C  0.957  4.071  -0.062
C  1.095  -6.590  0.417
C  -2.830  5.535  -4.332
C  -1.154  1.018  2.364
C  -4.550  6.869  -4.988
C  -0.461  2.067  1.496
C  5.322  -0.240  2.733
C  -1.601  -0.453  -2.375
C  -0.062  -6.942  -0.261
C  0.417  -0.827  1.418
C  -4.386  6.268  -2.691
C  1.034  2.276  1.767
C  6.329  -0.339  1.787
C  -0.843  -7.913  1.772
C  -0.331  -0.259  2.639
C  1.346  3.742  1.414
C  -2.326  -2.873  -2.036
H  -2.093  0.748  1.870
H  -1.589  -8.441  2.351
H  -2.699  4.999  -2.253
H  -0.891  -0.289  -1.567
H  0.744  5.135  -0.109
H  -1.192  -3.786  0.725
H  -5.041  7.382  -5.808
H  7.276  -0.799  2.039
H  -1.498  0.132  -3.286
H  1.293  -2.707  0.836
H  0.103  -0.408  0.461
H  1.335  2.025  2.781
H  -5.944  7.525  -3.490
H  2.414  3.939  1.530
H  0.799  4.400  2.095
H  -1.550  -2.058  0.426
H  3.310  0.451  3.066
H  -1.968  -7.911  -0.059
H  -4.748  6.303  -1.671
H  -1.431  1.472  3.319
H  0.553  -7.720  3.401
H  1.475  -0.566  1.537
H  6.864  0.100  -0.252
H  -0.186  -6.691  -1.306
H  0.330  -2.856  2.286
H  0.663  -3.612  -0.978
H  1.580  1.698  1.017
H  5.458  -0.617  3.738
H  -3.588  -1.100  -2.248
H  0.315  -0.111  3.509
H  -1.051  -1.024  2.958
H  4.654  1.144  -0.736
H  0.218  -1.964  -1.351
H  1.800  3.784  -0.688
H  1.897  -6.062  -0.089
H  -1.943  4.985  -4.628
H  -0.957  3.025  1.720

Record 2
ORCA calculation (ωB97M-V with the def2-TZVPD basis set) on a cluster of 3 separate species, C12H10F3O3S in total in a non-equilibrium geometry.

## Properties
**Highest occupied orbital energy**: -5.770 eV
**Net charge**: -1
**Maximum force**: 7.0 eV/Å
**Kohn-Sham gap**: 0.3205 Eh

Geometry (Å):
S  0.195  0.805  -3.116
F  -5.162  0.979  1.396
F  1.381  2.061  -3.248
F  2.234  1.486  -0.605
O  0.651  -0.145  -1.951
O  -1.343  1.514  -2.833
O  0.150  0.012  -4.467
C  2.256  0.733  1.629
C  4.249  -0.323  2.492
C  2.937  0.115  2.677
C  -3.065  0.470  0.446
C  4.196  0.461  0.207
C  -2.279  -0.377  -0.335
C  -4.982  -0.958  0.064
C  4.882  -0.147  1.259
C  -4.199  -1.799  -0.726
C  -2.847  -1.509  -0.923
C  2.890  0.898  0.403
C  -4.408  0.169  0.641
H  1.238  1.087  1.759
H  -6.032  -1.173  0.235
H  -1.225  -0.155  -0.486
H  5.905  -0.485  1.118
H  -2.235  -2.167  -1.536
H  4.783  -0.801  3.310
H  -2.642  1.358  0.903
H  4.668  0.598  -0.760
H  2.446  -0.027  3.637
H  -4.640  -2.679  -1.188

Record 3
ORCA calculation (ωB97M-V with the def2-TZVPD basis set) on a structure of composition C34H63BN4NbO3 in a non-equilibrium geometry.

## Properties
**Highest occupied orbital energy**: -4.138 eV
**Net charge**: -1
**Maximum force**: 3.7 eV/Å
**Kohn-Sham gap**: 0.2409 Eh

Geometry (Å):
Nb  -0.647  -0.705  -0.050
O  -0.609  -4.059  0.357
O  6.356  1.338  1.966
O  -6.788  -1.855  0.881
N  3.405  2.447  2.467
N  1.676  -3.061  0.232
N  7.524  4.402  -4.390
N  -2.571  6.527  -1.263
C  1.879  1.026  0.943
C  2.287  -2.770  -1.106
C  2.022  -4.459  0.606
C  0.862  -0.045  1.525
C  2.041  2.319  1.877
C  -1.188  1.509  -0.321
C  6.302  0.701  -0.469
C  -3.541  5.747  -0.690
C  -2.644  -2.675  -1.874
C  -3.064  -6.293  1.449
C  -2.192  -0.981  1.652
C  -2.161  -6.202  2.769
C  8.811  4.836  -4.568
C  -5.890  0.276  1.847
C  9.511  4.559  -3.423
C  -3.329  0.135  1.630
C  -2.950  4.988  0.286
C  8.612  3.938  -2.517
C  4.822  2.495  0.473
C  -7.537  -2.355  -0.234
C  5.671  0.939  -1.762
C  -1.369  6.278  -0.656
C  -6.442  -0.490  0.591
C  -2.125  -1.201  -1.683
C  -3.819  -3.097  -0.873
C  5.866  1.497  0.680
C  4.201  2.723  -0.838
C  4.625  1.933  -1.995
C  -1.572  5.325  0.308
C  -3.711  -4.622  -0.413
C  7.394  3.858  -3.140
C  -3.592  -4.810  1.142
C  4.265  3.363  1.662
C  -4.600  -0.472  2.400
B  0.173  -2.862  0.197
H  -2.356  -6.599  0.635
H  -1.697  -0.863  -2.679
H  -0.815  4.914  0.958
H  1.244  2.359  2.668
H  -5.657  -0.508  -0.222
H  -0.476  -4.578  -0.461
H  1.403  -0.955  1.911
H  3.725  4.279  1.302
H  -3.605  0.487  0.605
H  -0.476  6.798  -0.963
H  -2.937  0.977  2.272
H  -3.922  -6.995  1.594
H  0.287  0.397  2.384
H  -3.934  -2.388  -0.017
H  -3.043  -0.547  -1.532
H  -2.110  1.541  -0.963
H  -2.578  -2.030  1.727
H  -2.415  -5.286  3.371
H  -4.648  -1.548  2.098
H  -7.549  -3.477  -0.203
H  5.587  1.425  2.569
H  1.536  -2.614  -1.917
H  1.612  1.371  -0.084
H  1.863  -5.171  -0.256
H  -5.552  1.309  1.555
H  3.397  3.482  -0.948
H  -4.559  -4.602  1.687
H  -6.662  0.296  2.668
H  -4.796  -3.046  -1.441
H  -1.854  -3.469  -1.964
H  1.511  -4.799  1.544
H  3.251  2.935  3.361
H  -4.445  -0.360  3.500
H  9.115  5.302  -5.492
H  -4.564  5.800  -1.027
H  10.554  4.778  -3.253
H  -2.831  -4.137  1.623
H  6.448  3.461  -2.806
H  3.134  -4.481  0.818
H  -7.378  0.037  0.256
H  2.964  -1.876  -0.967
H  -3.153  -2.695  -2.892
H  2.893  0.529  0.935
H  8.832  3.589  -1.520
H  -6.996  -2.062  -1.180
H  2.992  -3.624  -1.334
H  0.634  -0.463  -1.356
H  -1.071  -6.103  2.501
H  1.861  3.202  1.194
H  4.138  2.094  -2.986
H  -2.881  -5.169  -0.936
H  -0.373  2.005  -0.934
H  -3.451  4.270  0.916
H  -1.294  2.075  0.642
H  -2.719  7.180  -2.011
H  5.996  0.311  -2.624
H  -4.660  -5.157  -0.723
H  -1.611  -0.802  2.608
H  -2.317  -7.086  3.449
H  5.163  3.692  2.262
H  7.075  -0.085  -0.326
H  6.789  4.472  -5.071
H  -8.580  -1.941  -0.202

Record 4
ORCA calculation (ωB97M-V with the def2-TZVPD basis set) on a structure of composition C22H47CoNO4Si2 in a non-equilibrium geometry.

## Properties
**Multiplicity**: 5
**Highest occupied orbital energy (alpha / beta)**: -11.859 / -11.859 eV
**Net charge**: +1
**Relative energy (zero: lowest compared OMol25 entry of this formula, charge and spin)**: 0.000 eV
**Maximum force**: 2.5 eV/Å
**Kohn-Sham gap (alpha / beta)**: 0.3105 / 0.2250 Eh
**⟨S²⟩**: 6.0094

Geometry (Å):
Co  0.276  0.150  1.988
Si  0.432  1.902  -3.550
Si  3.469  1.133  2.407
O  -0.505  -1.329  0.565
O  -0.346  1.711  2.863
O  -0.906  2.642  4.860
O  -2.526  -0.143  -3.274
N  0.118  -0.585  3.920
C  2.777  1.881  3.985
C  0.412  -2.259  -0.136
C  -4.812  0.433  -2.551
C  2.225  0.097  1.438
C  0.460  -2.155  5.712
C  -1.648  -1.975  1.206
C  0.524  -1.799  4.352
C  0.035  -1.188  6.641
C  1.370  0.489  -4.388
C  4.920  0.068  2.949
C  -3.749  -2.065  -4.298
C  -0.308  0.097  6.183
C  4.198  2.442  1.280
C  0.823  -3.452  0.695
C  -0.569  1.680  4.167
C  1.642  3.322  -3.313
C  -2.662  -2.552  0.264
C  -2.476  -1.225  -4.217
C  -0.632  2.661  -4.917
C  -0.277  0.355  4.802
C  -0.379  1.450  -1.899
C  -3.636  0.759  -3.453
H  3.555  2.474  4.485
H  2.253  0.204  -3.794
H  -3.235  1.749  -3.232
H  -1.028  3.643  -4.613
H  1.091  4.272  -3.270
H  -1.233  2.095  -1.654
H  5.078  2.869  1.781
H  1.918  2.543  3.811
H  5.157  -0.678  2.181
H  1.270  -1.645  -0.415
H  2.301  3.343  -4.195
H  4.712  -0.451  3.893
H  -1.271  -2.750  1.884
H  0.742  -0.401  -4.562
H  -4.085  -2.426  -3.314
H  -4.566  -1.497  -4.762
H  2.453  1.111  4.699
H  -1.454  2.023  -5.274
H  0.352  1.543  -1.080
H  0.771  -3.154  6.018
H  -3.974  0.725  -4.505
H  2.222  0.296  0.353
H  -1.627  -1.844  -3.905
H  -3.554  -2.946  -4.921
H  -3.582  -2.717  0.823
H  -2.374  -3.540  -0.112
H  1.267  -3.158  1.648
H  -5.251  -0.540  -2.784
H  5.791  0.724  3.087
H  -0.030  -1.446  7.703
H  -0.030  -4.103  0.879
H  -0.099  -2.568  -1.053
H  -2.258  -0.807  -5.217
H  1.579  -4.025  0.147
H  -4.524  0.444  -1.491
H  -2.912  -1.888  -0.579
H  3.487  3.246  1.054
H  0.899  -2.486  3.594
H  0.057  2.832  -5.762
H  2.406  -0.987  1.550
H  -0.748  0.412  -1.892
H  4.520  1.988  0.332
H  1.711  0.869  -5.367
H  -5.589  1.185  -2.706
H  -0.578  0.896  6.852
H  -2.093  -1.176  1.812
H  2.249  3.200  -2.408

Record 5
ORCA calculation (ωB97M-V with the def2-TZVPD basis set) on a structure of composition C4H10F4Li3N3O13S4 in a non-equilibrium geometry.

## Properties
**Highest occupied orbital energy**: -9.857 eV
**Net charge**: 0
**Relative energy (zero: lowest compared OMol25 entry of this formula, charge and spin)**: 1.409 eV
**Maximum force**: 8.1 eV/Å
**Kohn-Sham gap**: 0.3122 Eh

Geometry (Å):
S  -0.721  -3.729  3.811
S  5.631  -2.324  -0.529
S  4.211  -3.397  -2.039
S  -1.254  -3.457  1.520
F  -1.533  -3.269  5.119
F  5.282  -1.512  0.814
F  2.695  -3.315  -2.566
F  -1.671  -2.268  0.505
O  -1.263  3.348  -2.490
O  0.129  -3.703  1.162
O  -2.219  -4.426  1.130
O  6.406  -1.362  -1.248
O  1.436  -1.523  0.484
O  0.113  -0.172  1.483
O  -1.110  -5.123  3.777
O  -3.840  5.148  -0.721
O  4.910  -2.895  -3.179
O  6.219  -3.495  0.069
O  1.522  0.550  -0.011
O  4.375  -4.790  -1.719
O  0.631  -3.375  4.167
N  3.918  -2.425  -0.847
N  1.033  -0.356  0.698
N  -1.572  -2.631  2.857
C  -1.902  4.453  -1.875
C  -0.422  2.657  -1.577
C  -3.049  4.012  -0.958
C  -5.163  4.934  -0.369
Li  3.049  -0.712  -0.896
Li  2.482  -3.198  0.344
Li  -1.103  -0.698  3.150
H  -1.206  5.064  -1.291
H  -3.609  3.182  -1.408
H  -2.699  3.544  -0.029
H  0.399  3.317  -1.278
H  -1.025  2.393  -0.706
H  -0.005  1.755  -2.017
H  -5.598  5.873  -0.020
H  -5.870  4.586  -1.132
H  -2.301  5.086  -2.665
H  -5.305  4.252  0.481

Record 6
ORCA calculation (ωB97M-V with the def2-TZVPD basis set) on a structure of composition C30H24N7PtSbSe in a non-equilibrium geometry.

## Properties
**Highest occupied orbital energy**: -13.679 eV
**Net charge**: +2
**Relative energy (zero: lowest compared OMol25 entry of this formula, charge and spin)**: 0.000 eV
**Maximum force**: 3.6 eV/Å
**Kohn-Sham gap**: 0.2677 Eh

Geometry (Å):
Pt  -0.194  -0.066  0.003
Sb  1.541  -3.276  0.000
Se  -8.110  1.181  -0.002
N  0.092  -1.255  -1.837
N  -7.087  -0.245  0.000
N  2.083  -0.222  0.000
N  0.095  -1.258  1.840
N  -1.958  1.748  -0.002
N  -2.314  -0.941  0.003
N  -6.754  2.293  -0.002
C  2.083  2.209  0.000
C  -2.450  -2.258  0.004
C  -5.839  0.160  0.000
C  -3.686  -2.890  0.004
C  -0.632  0.720  -3.117
C  2.684  -1.417  -0.001
C  2.816  0.903  0.000
C  -0.516  -1.585  -4.104
C  -4.322  2.148  -0.001
C  0.393  -2.554  1.723
C  -3.407  -0.159  0.001
C  -0.510  -1.589  4.108
C  0.389  -2.551  -1.721
C  0.220  -3.433  2.778
C  -1.769  3.059  -0.003
C  0.214  -3.430  -2.775
C  -0.251  -2.940  3.988
C  -2.807  3.988  -0.003
C  -4.104  3.530  -0.002
C  -0.350  -0.747  -3.005
C  4.204  0.845  -0.001
C  4.839  -0.383  -0.002
C  -3.216  1.287  -0.001
C  -5.652  1.581  -0.001
C  -0.629  0.717  3.121
C  -0.258  -2.937  -3.985
C  -4.693  -0.722  0.001
C  4.064  -1.535  -0.002
C  -4.824  -2.113  0.002
C  -0.346  -0.750  3.008
H  5.919  -0.446  -0.003
H  0.012  1.168  -3.876
H  -1.538  -2.840  0.006
H  -1.664  0.887  3.422
H  1.448  2.276  0.886
H  -0.453  1.215  2.167
H  2.776  3.047  0.005
H  -2.595  5.047  -0.004
H  1.456  2.281  -0.891
H  -1.667  0.891  -3.415
H  0.016  1.165  3.878
H  -0.452  1.219  -2.164
H  -4.961  4.190  -0.003
H  0.458  -4.477  -2.654
H  4.782  1.758  -0.001
H  0.465  -4.480  2.656
H  -0.834  -1.170  5.051
H  -3.744  -3.969  0.004
H  -0.392  -3.602  4.832
H  -0.741  3.404  -0.004
H  -5.815  -2.546  0.001
H  -0.402  -3.598  -4.828
H  -0.842  -1.167  -5.047
H  4.523  -2.515  -0.003

Record 7
ORCA calculation (ωB97M-V with the def2-TZVPD basis set) on a structure of composition C10H9CaNO6 in a non-equilibrium geometry.

## Properties
**Highest occupied orbital energy**: -9.423 eV
**Net charge**: 0
**Relative energy (zero: lowest compared OMol25 entry of this formula, charge and spin)**: 0.000 eV
**Maximum force**: 4.1 eV/Å
**Kohn-Sham gap**: 0.3357 Eh

Geometry (Å):
Ca  0.367  1.516  -1.473
O  -1.182  0.066  -2.128
O  0.914  2.930  0.360
O  0.326  3.612  2.441
O  -2.870  -1.352  -1.648
O  -2.959  -0.427  3.493
O  2.226  0.333  -2.884
N  -0.783  0.919  0.381
C  -2.301  0.180  2.490
C  -1.763  -0.011  0.202
C  1.630  -0.939  -0.860
C  -2.013  -0.502  -1.317
C  3.248  -1.941  -2.708
C  2.352  -0.719  -2.274
C  -1.461  1.306  2.615
C  -2.548  -0.430  1.254
C  -0.641  1.657  1.514
C  0.253  2.835  1.479
H  -1.436  1.914  3.494
H  3.305  -2.019  -3.784
H  -2.799  -0.035  4.364
H  0.526  -0.934  -0.894
H  1.983  -1.969  -0.550
H  4.270  -1.779  -2.273
H  2.784  -2.842  -2.286
H  -3.392  -1.128  1.102
H  1.963  -0.242  -0.112